[1]
The following is a DFT calculation (ωB97M-V with the def2-TZVPD basis set) of a molecular structure, C22H46Cl4IKMgN7O8 in a non-equilibrium geometry.

Last column: Mulliken charge in e.
Atoms and positions in Å:
N  -9.473698  -2.762733  -2.353122  -0.4131
H  0.042473  0.972380  -7.570256  0.3399
O  0.744243  2.512179  -9.643922  -0.6120
H  -0.508428  2.715321  -1.983202  0.6467
H  -6.832836  4.385066  -0.277567  0.4047
H  1.976626  2.326008  -3.135609  0.5711
N  7.238050  -6.885423  10.648813  -0.3873
C  -0.529564  4.618567  2.106173  0.1167
H  -6.631231  -1.540809  -3.015927  0.3836
I  1.787786  2.222336  -0.519542  0.0751
C  0.439921  2.750675  -6.420746  -1.0250
C  4.835827  0.336152  1.607541  -0.6312
C  4.119542  -0.585976  0.739340  0.3325
H  6.524126  -4.413847  10.751744  0.1703
H  4.640157  1.355157  1.272220  0.2646
H  4.515163  0.239574  2.643451  0.2291
H  -7.943586  0.473189  -2.346438  0.3548
C  5.628411  -2.819489  4.146781  0.1572
H  -3.272907  0.028983  -5.957996  0.2667
C  -6.241578  -0.838550  -2.277497  -1.0158
H  0.929773  -0.239613  -3.440264  0.2045
O  -0.986552  1.307586  1.891025  -0.2970
C  -8.970133  -1.987341  -1.678798  0.2082
O  -1.662954  -0.786399  2.071834  -0.4048
H  -1.372461  2.016556  -7.273220  0.1202
H  -6.330071  3.036085  -2.365226  0.2270
H  2.985543  -4.748872  4.120558  0.3404
H  1.687792  -0.360899  -1.851616  0.2444
N  -2.080819  1.280758  -4.954685  0.5822
H  -3.520101  1.633849  -6.299316  0.2296
H  0.267153  3.991350  1.715767  -0.0857
Cl  -4.807730  4.012067  0.862508  -0.1761
H  6.916470  -4.601846  4.430669  0.1239
H  -6.954026  0.645330  -0.902908  -0.1476
H  7.505696  -3.374136  3.306722  0.3218
C  -7.377000  -0.082988  -1.597081  0.0592
C  -0.930640  0.713241  -5.677013  -0.2859
H  -0.155214  2.799338  -9.832516  0.3084
H  -1.497096  4.997087  3.995525  0.3798
Cl  -0.027740  6.311542  1.868938  -0.1919
C  -0.464646  1.591850  -6.830315  -0.4163
H  5.180537  -4.619840  9.680867  0.1902
O  5.865575  -1.634408  4.099131  -0.5550
N  3.542999  -1.320242  0.073323  -0.4365
H  -5.567792  -0.150904  -2.789468  0.1324
Cl  -4.985646  4.955806  -2.409364  -0.2081
C  -0.134499  2.118759  -2.816286  -0.4505
C  3.894346  -4.632118  4.721201  -0.7909
H  -1.218540  3.287151  3.614282  0.1840
H  -9.113930  -0.422574  -0.329065  0.3382
N  -3.325246  0.964018  -5.566859  -0.6642
C  -8.326803  -0.998938  -0.818137  -0.5204
N  4.396817  -3.260606  4.599791  -0.2501
Cl  0.690825  4.297575  4.532194  -0.2066
H  3.655715  -4.841821  5.762215  0.3272
C  -2.182853  1.189517  -3.577496  0.1001
H  -7.780015  -1.537516  -0.040700  0.2877
H  1.283293  2.976246  -10.292956  0.2993
H  3.802780  -2.503296  4.914774  0.2667
C  6.175903  -6.348665  9.982295  0.6566
H  5.905933  0.141243  1.562529  0.3224
H  7.832772  -6.355980  11.257230  0.1712
H  4.628164  -5.357319  4.384499  0.3773
H  0.978245  3.138037  -7.281319  0.4208
C  -6.085587  3.597458  -0.318505  -0.3017
Mg  6.944329  -3.985469  6.133670  -0.0140
H  -0.201081  2.742944  -3.710434  -0.0495
K  2.772552  -3.189785  2.740956  0.8780
C  6.607802  -3.876307  3.658663  -0.6285
O  0.042036  -0.187108  0.868987  -0.2987
N  5.959422  -5.009317  10.176555  -0.3811
H  -5.653071  -1.400279  -1.548889  0.3023
O  -3.183442  1.338797  -2.933803  -0.5101
C  -0.927154  0.088936  1.636782  0.8612
C  -5.544866  3.411189  -1.710362  -0.1525
H  -6.535717  2.666814  0.021283  0.1243
O  5.457348  -7.004679  9.246929  -0.6321
H  6.146888  -4.428804  2.829069  0.3666
H  -0.115166  0.565119  -4.973332  -0.1290
H  2.642117  0.126686  -3.226950  0.2940
H  -0.141976  3.574699  -6.002376  0.3236
H  -1.436860  4.463805  1.524144  0.1265
H  7.411766  -7.864955  10.521907  0.2162
H  -1.222459  -0.272436  -6.058093  0.5121
C  1.656311  0.217509  -2.771920  -0.9068
H  1.177974  2.432735  -5.677571  0.1442
O  -0.979735  0.978825  -2.932977  -0.3116
H  -4.719504  2.704439  -1.732547  0.1584
C  -0.803197  4.290046  3.549550  -0.3377
C  1.318950  1.691706  -2.548244  -0.2191

Forces on atoms 1 to 3 (eV/Å):
-0.159 -0.274 -0.286
-0.095 0.026 -0.035
-0.021 0.073 -0.098

Results
Charge: +1
Orbital gap (Ha): 0.0621
E (eV): -130319.1833
HOMO (eV): -8.9651

=====

[2]
The following is a DFT calculation (ωB97M-V with the def2-TZVPD basis set) of 10 unconnected molecules or ions with the total composition C19H60N2O10 in a non-equilibrium geometry.

Last column: Mulliken charge in e.
Atoms and positions in Å:
O  -12.066081  -19.558235  4.180832  -0.4628
H  -12.890573  -20.323701  8.878166  0.0854
H  -10.615232  -14.418020  5.512868  0.0952
C  -8.441776  -19.118640  3.822289  -0.6308
H  -15.118396  -17.104199  7.622486  0.4800
C  -10.813560  -20.370207  8.465623  0.2021
H  -7.093775  -15.431738  9.428413  0.4071
N  -9.858956  -15.495394  9.130034  -0.4392
C  -11.839420  -20.360905  10.887768  -1.3522
H  -12.755204  -20.693110  11.376737  0.3410
H  -10.776013  -15.077674  9.197859  0.0403
C  -12.009077  -20.724205  9.378836  0.7844
H  -9.925995  -19.200302  5.182039  0.2622
H  -7.936168  -20.603541  8.128890  0.3459
H  -10.010874  -14.703084  3.795715  0.4206
H  -11.121927  -20.873719  11.528346  0.3414
H  -15.081016  -21.420199  9.903154  0.1225
H  -11.572085  -21.597925  3.744590  0.2881
H  -14.726338  -17.274674  3.076627  0.2690
H  -12.993505  -22.495089  9.989660  0.1744
C  -15.045358  -16.930457  4.060419  -0.2762
H  -7.402596  -19.436330  3.736973  0.2532
H  -12.089424  -16.256044  7.635643  0.0682
C  -15.793113  -20.867919  10.516342  0.2470
H  -16.539761  -19.038175  9.523120  0.1872
H  -14.076904  -17.811142  8.619270  0.1335
H  -12.329730  -12.343450  4.646093  0.2833
H  -13.089959  -21.266377  4.191063  0.3905
C  -16.884626  -19.997926  9.907887  -1.0174
H  -12.110311  -17.580166  5.651004  0.1781
C  -12.081706  -20.948048  4.455965  -0.7171
C  -13.794929  -12.889800  10.239781  -0.2041
O  -15.270549  -18.042683  4.909282  -0.5661
H  -14.218845  -11.947647  9.892301  0.2597
C  -10.629308  -15.048801  4.624035  -0.6104
H  -10.995797  -20.593895  7.414499  -0.4808
H  -13.379661  -12.635109  11.214866  0.3489
C  -5.364582  -13.299885  9.165927  -0.7637
C  -14.916801  -13.910430  10.258336  -1.0891
H  -13.369092  -15.613199  6.622696  -0.1152
O  -9.703154  -21.170437  8.996930  -0.4325
H  -12.839886  -19.243972  4.654186  0.2866
H  -9.046121  -12.357156  8.086308  0.4283
H  -4.697409  -14.159558  9.228679  0.2839
H  -15.261515  -14.048879  9.233599  0.2842
O  -16.314732  -21.908258  11.383745  -0.5655
H  -11.523173  -22.576803  9.238893  0.2261
H  -8.786553  -14.921118  7.627186  -0.0804
H  -11.601715  -11.903160  6.163393  0.2574
C  -14.189399  -16.843802  8.129688  -0.7765
H  -9.915856  -12.861845  9.466672  0.3872
C  -8.919222  -14.513309  8.629276  0.7224
H  -10.567031  -13.287713  7.858470  -0.1049
H  -9.642623  -16.546654  5.269572  0.2348
H  -14.490074  -14.858160  10.586683  0.1679
H  -11.776711  -21.273340  5.450585  0.1332
O  -12.836921  -17.665576  6.272560  -0.1093
C  -12.559997  -11.990744  5.651414  -0.7248
H  -8.518923  -18.080325  3.499727  0.2135
H  -9.072027  -21.575157  6.926410  0.2727
N  -12.400835  -22.079166  9.285488  -0.7043
C  -7.519013  -14.430402  9.360738  -0.7521
O  -8.998547  -19.445830  5.148178  -0.2965
C  -9.661391  -13.177888  8.455011  -1.0583
O  -6.565581  -13.612684  8.569846  -0.3051
H  -15.807298  -13.683638  10.844582  0.4567
H  -4.864008  -12.554194  8.548297  0.2470
H  -13.055562  -11.047642  5.421023  0.3050
H  -17.106027  -20.542572  8.990032  0.3028
O  -12.814938  -13.359420  9.331836  -0.2543
C  -8.757742  -21.291974  7.930962  -0.7926
H  -15.570405  -22.368863  11.777993  0.3024
O  -10.509807  -16.420921  4.877438  -0.3768
H  -15.155389  -20.162492  11.049042  0.1300
H  -13.242507  -13.332089  8.472752  0.0365
H  -7.723687  -13.859426  10.266389  0.3550
H  -17.646826  -19.690783  10.623999  0.3383
H  -11.615200  -14.979740  4.164297  0.1832
H  -14.037516  -13.150880  5.697283  0.2267
H  -11.965331  -19.279557  10.941815  0.3140
H  -9.727409  -15.602883  10.125642  0.2650
H  -8.169083  -22.176263  8.175091  0.3298
H  -9.037158  -19.765898  3.178331  0.2655
H  -14.645260  -17.984740  5.635405  0.2183
C  -13.040687  -16.500956  7.163187  0.6741
O  -13.280235  -13.029439  6.274658  -0.3680
H  -10.614258  -19.299806  8.516753  0.2929
H  -14.266666  -16.250509  4.405981  -0.1033
H  -15.923375  -16.294711  3.946312  0.3081
H  -14.310536  -16.045682  8.862096  -0.2496
H  -5.489168  -12.762171  10.105843  0.3214

Forces on atoms 1 to 3 (eV/Å):
0.951 -0.172 0.288
-0.007 1.777 0.655
0.300 0.005 -0.003

Results
Charge: 0
Orbital gap (Ha): 0.3265
SMILES: COC[C@H](C)N.COC[C@H](C)N.CCO.CCO.CCO.CO.CO.CO.CO.CO
E (eV): -44124.2063
HOMO (eV): -8.6318
Energy relative to the best compared isomer or geometry (same formula, charge and spin) (kJ/mol): 0.0

=====

[3]
The following is a DFT calculation (ωB97M-V with the def2-TZVPD basis set) of 2 unconnected molecules or ions with the total composition C4H12N3O in a non-equilibrium geometry.

Last column: natural (NBO) charge in e.
Atoms and positions in Å:
N  -1.806132  0.606932  0.546649  -0.7047
H  0.018403  -1.258147  2.210662  0.2252
H  0.601776  -3.562949  -0.337923  0.2494
H  0.758719  2.541956  -0.422318  0.3828
H  -0.823099  -2.678756  0.247920  0.2250
H  -2.526996  1.953628  -0.989888  0.4271
C  0.098477  -2.589876  -0.304057  -0.6766
N  -1.545138  2.206910  -0.927651  -0.7207
H  0.818860  0.212556  1.504802  0.1926
C  0.639890  -0.846212  1.422502  -0.6437
O  2.103545  -1.287543  -0.369858  -0.6643
C  -0.860880  1.578074  0.045350  0.6689
N  0.636106  1.515684  -0.458943  -0.7531
H  0.251389  1.312995  -1.381297  0.4007
H  -2.314302  1.346979  1.050324  0.4005
C  0.968090  -1.544402  0.322272  0.4073
H  -0.032579  -2.335415  -1.356466  0.2394
H  2.261758  -0.332446  -0.321692  0.4899
H  -1.185335  0.105215  1.201457  0.4327
H  -1.308639  3.188582  -1.071601  0.4218

Forces on atoms 1 to 3 (eV/Å):
4.572 3.177 1.668
-0.498 -0.145 -0.443
-0.087 0.036 0.104

Results
Charge: +1
Orbital gap (Ha): 0.2116
E (eV): -10849.7416
HOMO (eV): -12.0364
Energy relative to the best compared isomer or geometry (same formula, charge and spin) (kJ/mol): 516.3

=====

[4]
The following is a DFT calculation (ωB97M-V with the def2-TZVPD basis set) of a gas-phase ion, C3H8BN2O3 (charge +1) in a non-equilibrium geometry.

Last column: natural (NBO) charge in e.
Atoms and positions in Å:
B  2.359217  0.065939  -0.241948  1.2905
O  3.517398  0.445373  0.357304  -0.9148
N  -0.119315  -0.275256  0.320148  -0.0406
H  -2.660132  0.151743  -1.691797  0.4794
C  -2.376480  -0.042860  0.552263  -0.2406
H  -1.026791  0.827446  2.067262  0.2491
O  2.231508  -0.132645  -1.581558  -0.9388
H  4.351003  0.819779  0.105679  0.5432
H  2.902508  0.112781  -2.255247  0.5373
C  -1.025344  -0.090194  1.372068  -0.2517
H  -2.993319  0.841111  0.847446  0.2431
H  0.044198  -0.107595  -1.639809  0.2748
C  -0.680269  -0.269406  -0.854369  0.3352
O  1.284370  -0.376890  0.657285  -0.4982
H  -2.904359  -1.016768  0.784862  0.2326
H  -0.936665  -0.969381  2.065973  0.2418
N  -1.967535  0.016821  -0.865565  -0.5423

Forces on atoms 1 to 3 (eV/Å):
1.493 -0.257 -0.162
-2.040 -0.458 1.237
2.904 0.164 -0.094

Results
Charge: +1
Orbital gap (Ha): 0.3859
SMILES: OB(O)ON1C=[NH+]CC1
E (eV): -13034.3034
HOMO (eV): -13.9398
Energy relative to the best compared isomer or geometry (same formula, charge and spin) (kJ/mol): 123.7

=====

[5]
The following is a DFT calculation (ωB97M-V with the def2-TZVPD basis set) of 7 unconnected molecules or ions with the total composition C9H33O6S in a non-equilibrium geometry.

Last column: natural (NBO) charge in e.
Atoms and positions in Å:
H  1.086257  0.252859  -0.167558  0.2155
C  0.413784  0.983968  -0.630590  -0.4193
H  3.119097  -0.138070  -1.339459  0.1916
H  5.736146  -1.325236  2.582148  0.4784
O  3.191023  -0.732792  4.400345  -0.9472
H  -3.852341  2.572778  -0.571411  0.2434
H  3.243502  -0.254719  5.233050  0.4793
O  -0.800978  -3.729472  -0.638692  -0.9251
H  -3.378289  -0.217620  -2.361434  0.1895
H  1.222975  3.018018  -0.707105  0.2099
S  -4.875543  1.862058  -1.129981  0.3715
H  2.391440  1.411720  -3.039801  0.1958
C  2.479081  1.817602  -2.020693  -0.4013
H  -0.157189  1.441690  0.206489  0.2193
H  -5.149821  0.636522  0.890417  0.2736
H  -0.698163  -2.772754  -0.583894  0.4625
H  -0.219199  -0.842577  -1.583533  0.1950
H  -2.259714  1.044618  -0.308783  0.1680
C  -5.227625  0.343509  -0.165014  -0.5102
O  -1.199542  1.282154  2.362045  -0.9366
H  -4.612641  1.558191  -2.433321  0.2358
H  3.004963  2.779224  -2.150186  0.2072
C  -0.623862  0.179939  -1.498356  -0.3963
C  3.419205  0.911859  -1.180047  -0.6165
H  4.473561  1.038838  -1.431507  0.2543
H  -1.173559  -3.865012  2.738510  0.4810
H  -4.934624  -1.737155  -0.789221  0.2381
H  7.577678  0.489191  -0.410263  0.4659
H  -1.508806  -3.160102  1.438303  0.4754
H  3.232668  1.094934  -0.109198  0.1921
O  5.313102  -0.720213  1.967948  -0.9648
O  6.645256  0.710974  -0.355683  -0.9625
H  -3.881027  -1.216613  0.525232  0.2370
H  0.442991  2.459410  -2.193718  0.1894
C  -1.957178  0.040993  -0.645309  -0.3930
H  -1.754930  -0.557020  0.257299  0.2141
H  -0.816123  0.605650  -2.490074  0.2036
C  -4.312639  -0.906947  -0.437260  -0.4205
H  2.249401  -0.787523  4.219431  0.4699
H  -6.274814  0.053986  -0.317795  0.2812
H  -2.744081  -1.691130  -1.657417  0.2239
C  -3.117252  -0.686971  -1.403367  -0.4124
C  1.112604  2.152376  -1.369456  -0.3944
H  -2.121468  1.074341  2.532173  0.4610
H  4.506543  -0.454602  2.422516  0.4912
H  -0.719237  0.642848  2.897271  0.4819
O  -1.328555  -2.991527  2.369096  -0.9602
H  -1.486017  -3.845529  -1.304254  0.4711
H  6.323946  0.173320  0.382127  0.4933

Forces on atoms 1 to 3 (eV/Å):
0.139 0.396 -0.154
-1.036 0.570 -0.075
0.361 0.221 0.036

Results
Charge: +1
Orbital gap (Ha): 0.2947
E (eV): -32980.0356
HOMO (eV): -12.1796

=====

[6]
The following is a DFT calculation (ωB97M-V with the def2-TZVPD basis set) of C4H10S in the gas phase in a non-equilibrium geometry.

Last column: natural (NBO) charge in e.
Atoms and positions in Å:
H  2.893082  -0.143261  -0.676423  0.2151
H  0.922421  0.281016  1.276249  0.2253
H  -1.795278  -0.629128  2.623808  0.1897
C  -2.234121  0.044271  1.672876  -0.5822
H  -0.658430  1.497573  1.927762  0.2039
C  0.030232  -0.118554  0.691031  -0.5401
H  -2.987835  0.656807  2.036309  0.2080
H  -2.514182  -0.716173  0.914913  0.2081
S  0.426261  -0.075049  -1.102494  0.1327
H  2.248258  -1.633646  -1.481534  0.2163
H  -0.091037  -1.259135  0.809709  0.2281
C  2.204495  -0.511248  -1.385052  -0.7331
H  2.523975  0.005335  -2.374094  0.2357
H  -1.210624  1.588286  0.200885  0.2248
C  -1.025694  0.844381  1.084866  -0.4323

Forces on atoms 1 to 3 (eV/Å):
0.506 0.340 1.199
-0.522 -1.297 -0.947
-1.153 1.862 -2.415

Results
Charge: 0
Orbital gap (Ha): 0.3467
SMILES: CCCSC
E (eV): -15143.9590
HOMO (eV): -8.3174
Energy relative to the best compared isomer or geometry (same formula, charge and spin) (kJ/mol): 135.9